No. 1
ORCA calculation (the ωB97M-V functional and the def2-TZVPD basis) on a single C3H5NO2S molecule.

The geometry in XYZ format:
```
12
Properties=species:S:1:pos:R:3:mulliken_charge:R:1
C -0.30 -1.75 1.42 0.184
C -0.46 -0.27 -0.28 -0.476
C 1.08 0.11 0.09 -0.219
N -1.00 -0.79 0.89 -0.154
O 0.62 -3.53 2.97 -0.439
O 1.56 -0.85 0.97 -0.523
S -0.60 -3.02 2.43 0.292
H -1.18 0.58 -0.73 0.302
H -0.44 -1.09 -1.13 0.223
H 1.74 0.20 -0.73 0.321
H 1.24 1.19 0.70 0.165
H -1.47 -0.06 1.53 0.324
```

As for the HOMO energy (alpha / beta): -8.989 / -8.989 eV. For the gap between HOMO and LUMO (alpha / beta), the calculation gives 8.025 / 8.026 eV. The relative energy (zero: lowest compared OMol25 entry of this formula, charge and spin) comes out at 130.1 kcal/mol. As for the charge: 0.

***

No. 2
ORCA calculation (the ωB97M-V functional and the def2-TZVPD basis) on a molecular structure, C14H41CuO13.

The geometry in XYZ format:
```
69
Properties=species:S:1:pos:R:3:mulliken_spin:R:1
Cu -1.03 -1.70 -3.17 0.025
C 0.32 0.96 -0.62 0.146
C 0.48 -0.57 -0.57 0.010
O 0.66 -1.08 -1.83 0.823
H 1.26 1.47 -0.81 0.002
H 0.00 1.36 0.34 -0.007
H -0.42 1.25 -1.36 -0.008
H -0.39 -1.01 -0.07 -0.001
H 1.33 -0.73 0.11 -0.006
C -3.23 0.33 -3.26 0.001
C -3.42 -0.29 -1.89 -0.001
O -2.76 -1.54 -1.85 0.000
O -1.86 0.14 -3.63 0.004
H -3.50 1.38 -3.19 0.000
H -3.93 -0.10 -3.98 0.000
H -4.49 -0.35 -1.69 0.000
H -2.98 0.38 -1.14 0.000
H -3.07 -2.08 -1.11 0.000
H -1.57 0.85 -4.22 -0.001
C -2.38 3.88 -1.66 0.000
C -0.91 4.16 -1.43 0.002
O -0.43 5.28 -2.15 0.000
O -3.18 4.92 -1.08 0.000
H -2.67 2.87 -1.37 0.000
H -2.60 4.03 -2.73 0.000
H -0.38 3.25 -1.74 0.000
H -0.69 4.24 -0.36 -0.001
H 0.36 5.55 -1.66 0.000
H -4.04 4.56 -0.86 0.000
C 2.51 1.43 2.70 0.000
C 2.26 0.06 3.23 0.001
O 2.94 -0.95 2.47 0.001
O 3.88 1.79 2.83 0.000
H 1.82 2.07 3.26 0.000
H 2.28 1.64 1.64 0.000
H 1.20 -0.21 3.22 0.000
H 2.62 0.01 4.26 0.000
H 2.53 -1.82 2.65 -0.001
H 4.38 1.11 2.36 0.000
C -2.32 0.99 2.77 -0.001
C -3.60 0.22 3.13 0.000
O -3.36 -0.46 4.36 0.000
O -2.16 2.14 3.58 0.000
H -2.33 1.37 1.74 0.000
H -1.45 0.34 2.91 0.000
H -3.84 -0.49 2.33 0.000
H -4.44 0.90 3.30 0.000
H -3.87 -0.04 5.06 0.000
H -2.19 1.89 4.51 0.000
C 3.80 -1.49 -3.32 0.000
C 3.74 0.01 -3.13 0.002
O 2.43 0.64 -3.26 0.005
O 3.43 -2.19 -2.13 0.012
H 4.83 -1.74 -3.56 0.001
H 3.17 -1.74 -4.18 0.000
H 4.43 0.47 -3.83 0.001
H 4.02 0.32 -2.12 0.000
H 1.82 0.14 -2.71 -0.006
H 2.68 -1.70 -1.78 -0.004
C 0.93 -4.97 1.26 0.000
C 1.88 -3.80 1.54 0.000
O 1.77 -3.43 2.92 0.000
O 1.46 -6.08 1.94 0.000
H 0.93 -5.08 0.17 0.000
H -0.05 -4.63 1.59 0.000
H 1.59 -2.94 0.94 0.000
H 2.92 -4.06 1.35 0.000
H 1.75 -4.24 3.45 0.000
H 1.13 -6.88 1.52 0.000
```

The spin multiplicity is 2. As for the HOMO energy (alpha / beta): -12.166 / -12.161 eV. For the gap between HOMO and LUMO (alpha / beta), the calculation gives 7.957 / 5.498 eV. Its expectation value of S² is 0.76. As for the charge: +1.

***

No. 3
ORCA calculation (the ωB97M-V functional and the def2-TZVPD basis) on 13 unconnected molecules or ions with the total composition C31H47N13O4S.

The geometry in XYZ format:
```
96
Properties=species:S:1:pos:R:3:mulliken_charge:R:1
O 4.76 -3.91 -1.10 -0.558
C 4.12 -2.77 -1.37 0.433
C 3.32 -1.72 -0.35 -0.215
C 1.93 -1.63 -1.27 0.432
C 0.66 -0.77 -0.69 -0.548
S -0.97 -1.49 -1.34 1.039
O -1.50 -0.73 -2.59 -0.704
O -0.87 -3.01 -1.69 -0.272
C 2.67 -1.18 -2.66 -0.370
O 3.86 -2.09 -2.68 -0.374
H 3.97 -0.74 -0.52 0.268
H 3.20 -2.07 0.77 0.088
H 1.72 -2.76 -1.46 -0.229
H 0.75 0.39 -0.92 0.332
H 0.67 -0.83 0.51 0.336
H -1.90 -1.41 -0.26 -0.043
H 2.10 -1.29 -3.68 0.143
H 3.23 -0.12 -2.66 0.194
C 0.59 -6.23 -2.20 -0.628
C 1.54 -5.62 -1.26 0.530
N 2.30 -5.13 -0.52 -0.438
H -0.31 -5.61 -2.32 -0.017
H 1.03 -6.35 -3.20 0.290
H 0.26 -7.21 -1.86 0.319
C 3.77 0.10 3.70 -0.502
C 3.25 0.63 2.43 0.508
N 2.84 1.04 1.42 -0.478
H 2.97 -0.31 4.33 0.328
H 4.50 -0.70 3.54 0.155
H 4.28 0.88 4.28 0.078
C 4.69 -4.46 2.70 -0.727
C 5.04 -3.20 3.38 0.430
N 5.32 -2.20 3.91 -0.523
H 3.70 -4.40 2.22 0.176
H 5.41 -4.72 1.92 0.247
H 4.65 -5.30 3.40 0.335
C -3.47 -2.96 -3.38 0.125
C -4.78 -3.22 -3.99 0.159
N -5.82 -3.42 -4.47 -0.478
H -2.96 -2.12 -3.85 0.260
H -3.56 -2.73 -2.31 -0.207
H -2.81 -3.83 -3.46 0.114
C 0.73 1.51 -5.71 -0.442
C 2.08 1.00 -5.42 0.454
N 3.15 0.60 -5.20 -0.445
H 0.57 1.64 -6.79 0.305
H -0.04 0.83 -5.35 0.160
H 0.56 2.48 -5.24 -0.010
C 1.31 5.55 -4.22 -0.317
C -0.01 5.30 -4.83 0.338
N -1.05 5.10 -5.31 -0.461
H 1.82 6.40 -4.69 0.316
H 1.22 5.79 -3.15 -0.234
H 1.97 4.68 -4.30 0.301
C 1.14 6.42 0.12 -0.687
C 2.18 6.27 -0.91 0.465
N 3.00 6.16 -1.73 -0.460
H 1.00 5.49 0.69 0.242
H 1.38 7.20 0.84 0.281
H 0.16 6.67 -0.32 0.245
C -3.97 -5.08 0.47 -1.037
C -2.91 -4.48 -0.35 0.451
N -2.07 -4.00 -1.00 -0.290
H -3.91 -6.17 0.47 0.334
H -3.91 -4.75 1.52 0.206
H -4.97 -4.81 0.11 0.253
C -4.84 4.87 -3.40 -0.762
C -3.88 5.48 -2.46 0.380
N -3.13 5.97 -1.72 -0.400
H -5.74 5.49 -3.52 0.272
H -4.40 4.75 -4.40 0.262
H -5.16 3.89 -3.07 0.248
C 2.23 3.19 5.81 -0.892
C 3.58 2.68 6.10 0.494
N 4.65 2.28 6.32 -0.487
H 2.07 3.32 4.73 0.293
H 1.46 2.51 6.17 0.275
H 2.06 4.16 6.28 0.307
C -7.88 -1.48 -2.05 -0.820
C -6.79 -2.10 -1.29 0.308
N -5.93 -2.60 -0.69 -0.324
H -8.09 -0.46 -1.70 0.296
H -7.64 -1.41 -3.12 0.271
H -8.81 -2.05 -1.97 0.263
C -3.43 -1.61 3.13 -0.785
C -2.15 -1.29 2.48 0.537
N -1.14 -1.04 1.97 -0.529
H -3.31 -2.34 3.94 0.274
H -3.89 -0.71 3.57 0.301
H -4.16 -2.03 2.43 0.195
C 2.01 4.14 9.77 -0.827
C 1.32 4.69 8.59 0.503
N 0.77 5.13 7.66 -0.499
H 1.73 3.10 9.95 0.269
H 3.10 4.16 9.64 0.283
H 1.78 4.70 10.67 0.321
```

As for the HOMO energy: -7.335 eV. For the gap between HOMO and LUMO, the calculation gives 7.367 eV. As for the charge: 0.

***

No. 4
ORCA calculation (the ωB97M-V functional and the def2-TZVPD basis) on 4 unconnected molecules or ions with the total composition CH10O3S2.

The geometry in XYZ format:
```
16
Properties=species:S:1:pos:R:3:mulliken_charge:R:1
C 3.55 -0.60 -1.19 -0.781
S 2.21 0.61 -1.30 0.015
S 2.90 1.83 -2.81 -0.230
H 4.03 -0.79 -2.14 0.310
H 3.10 -1.52 -0.82 0.245
H 4.31 -0.22 -0.50 0.285
H 2.59 2.95 -2.14 0.143
H -2.25 1.79 2.52 0.302
H -3.74 1.64 2.81 0.300
O -3.00 1.19 2.40 -0.635
H -1.61 -1.06 0.33 0.338
H -0.24 -1.58 0.24 0.316
O -0.77 -0.87 -0.14 -0.575
H -3.31 -0.53 1.31 0.354
H -4.32 -1.59 0.77 0.308
O -3.43 -1.25 0.67 -0.696
```

As for the HOMO energy: -8.045 eV. For the gap between HOMO and LUMO, the calculation gives 8.453 eV. The relative energy (zero: lowest compared OMol25 entry of this formula, charge and spin) comes out at 11.8 kcal/mol. The SMILES is CSS.O.O.O. As for the charge: 0.

***

No. 5
ORCA calculation (the ωB97M-V functional and the def2-TZVPD basis) on 2 unconnected molecules or ions with the total composition C5H9NO.

The geometry in XYZ format:
```
16
Properties=species:S:1:pos:R:3:mulliken_charge:R:1
C -1.25 -0.15 1.25 -1.229
C -1.04 0.03 -0.23 0.156
N -0.85 1.39 -0.73 -0.742
C 0.26 0.43 -0.85 0.014
C 1.51 0.74 -0.07 -1.207
C 1.20 -2.52 -0.74 0.102
O 1.11 -2.74 0.38 -0.120
H -0.65 0.56 1.82 0.299
H -2.30 0.02 1.51 0.341
H -0.98 -1.16 1.57 0.245
H -1.65 -0.63 -0.85 0.463
H -1.31 1.52 -1.62 0.245
H 0.44 0.01 -1.84 0.527
H 1.27 1.27 0.86 0.366
H 2.17 1.38 -0.66 0.298
H 2.07 -0.17 0.19 0.241
```

As for the HOMO energy: -9.527 eV. For the gap between HOMO and LUMO, the calculation gives 10.624 eV. The relative energy (zero: lowest compared OMol25 entry of this formula, charge and spin) comes out at 44.8 kcal/mol. As for the charge: 0.

***

No. 6
ORCA calculation (the ωB97M-V functional and the def2-TZVPD basis) on 9 unconnected molecules or ions with the total composition C6H30O12.

The geometry in XYZ format:
```
48
Properties=species:S:1:pos:R:3:mulliken_charge:R:1
O 0.99 1.85 0.64 -0.570
H 0.63 2.29 1.42 0.339
H 1.82 2.26 0.40 0.255
O 0.06 2.62 3.16 -0.778
H -0.82 2.92 2.95 0.339
H -0.05 1.67 3.32 0.502
O -2.53 0.68 2.33 -0.653
H -1.59 0.59 2.48 0.269
H -2.71 -0.27 2.10 0.339
O -1.67 0.20 -0.59 -0.575
H -1.62 1.06 -0.21 0.334
H -1.90 0.19 -1.54 0.275
O -0.75 -2.16 -0.03 -0.604
H -1.11 -2.65 0.72 0.313
H -1.44 -1.48 -0.07 0.303
O 1.60 -0.82 1.29 -0.767
H 1.19 0.00 0.90 0.388
H 1.00 -1.51 0.93 0.394
C 1.44 2.55 -3.40 -0.355
C -0.02 2.33 -3.16 0.565
O -0.50 3.10 -2.03 -0.536
O 1.91 1.90 -4.58 -0.545
H 2.01 2.14 -2.51 0.099
H 1.72 3.57 -3.43 0.337
H -0.24 1.28 -3.02 -0.505
H -0.62 2.64 -4.02 0.362
H -0.37 2.49 -1.30 0.218
H 1.51 2.27 -5.40 0.323
C -0.28 -1.58 -3.56 -0.112
C -0.23 -2.92 -4.34 -0.669
O -0.07 -3.93 -3.44 -0.501
O -1.51 -1.33 -2.86 -0.511
H -0.12 -0.74 -4.24 0.258
H 0.55 -1.56 -2.79 0.188
H 0.58 -2.90 -5.05 0.352
H -1.17 -2.98 -4.91 0.326
H 0.75 -3.89 -2.95 0.328
H -1.68 -2.22 -2.54 0.297
C 0.11 -0.93 4.35 -0.515
C 1.02 -0.54 5.52 -0.504
O 0.78 -1.47 6.62 -0.532
O 0.09 -0.04 3.24 -0.422
H -0.94 -1.00 4.75 0.414
H 0.48 -1.95 4.06 0.241
H 0.88 0.48 5.84 0.283
H 2.03 -0.66 5.26 0.368
H -0.15 -1.36 6.91 0.313
H 0.94 -0.19 2.78 0.336
```

As for the HOMO energy: -10.287 eV. For the gap between HOMO and LUMO, the calculation gives 10.537 eV. The relative energy (zero: lowest compared OMol25 entry of this formula, charge and spin) comes out at 46.2 kcal/mol. The SMILES is OCCO.OCCO.OCCO.O.O.O.O.O.O. As for the charge: 0.

***

Question: Number 5 is which compound?
Answer: C5H9NO

***

Question: The highest charge belongs to which entry?
Answer: C14H41CuO13

***

Please write out number 2 again, unchanged.
ORCA calculation (the ωB97M-V functional and the def2-TZVPD basis) on a molecular structure, C14H41CuO13.

The geometry in XYZ format:
```
69
Properties=species:S:1:pos:R:3:mulliken_spin:R:1
Cu -1.03 -1.70 -3.17 0.025
C 0.32 0.96 -0.62 0.146
C 0.48 -0.57 -0.57 0.010
O 0.66 -1.08 -1.83 0.823
H 1.26 1.47 -0.81 0.002
H 0.00 1.36 0.34 -0.007
H -0.42 1.25 -1.36 -0.008
H -0.39 -1.01 -0.07 -0.001
H 1.33 -0.73 0.11 -0.006
C -3.23 0.33 -3.26 0.001
C -3.42 -0.29 -1.89 -0.001
O -2.76 -1.54 -1.85 0.000
O -1.86 0.14 -3.63 0.004
H -3.50 1.38 -3.19 0.000
H -3.93 -0.10 -3.98 0.000
H -4.49 -0.35 -1.69 0.000
H -2.98 0.38 -1.14 0.000
H -3.07 -2.08 -1.11 0.000
H -1.57 0.85 -4.22 -0.001
C -2.38 3.88 -1.66 0.000
C -0.91 4.16 -1.43 0.002
O -0.43 5.28 -2.15 0.000
O -3.18 4.92 -1.08 0.000
H -2.67 2.87 -1.37 0.000
H -2.60 4.03 -2.73 0.000
H -0.38 3.25 -1.74 0.000
H -0.69 4.24 -0.36 -0.001
H 0.36 5.55 -1.66 0.000
H -4.04 4.56 -0.86 0.000
C 2.51 1.43 2.70 0.000
C 2.26 0.06 3.23 0.001
O 2.94 -0.95 2.47 0.001
O 3.88 1.79 2.83 0.000
H 1.82 2.07 3.26 0.000
H 2.28 1.64 1.64 0.000
H 1.20 -0.21 3.22 0.000
H 2.62 0.01 4.26 0.000
H 2.53 -1.82 2.65 -0.001
H 4.38 1.11 2.36 0.000
C -2.32 0.99 2.77 -0.001
C -3.60 0.22 3.13 0.000
O -3.36 -0.46 4.36 0.000
O -2.16 2.14 3.58 0.000
H -2.33 1.37 1.74 0.000
H -1.45 0.34 2.91 0.000
H -3.84 -0.49 2.33 0.000
H -4.44 0.90 3.30 0.000
H -3.87 -0.04 5.06 0.000
H -2.19 1.89 4.51 0.000
C 3.80 -1.49 -3.32 0.000
C 3.74 0.01 -3.13 0.002
O 2.43 0.64 -3.26 0.005
O 3.43 -2.19 -2.13 0.012
H 4.83 -1.74 -3.56 0.001
H 3.17 -1.74 -4.18 0.000
H 4.43 0.47 -3.83 0.001
H 4.02 0.32 -2.12 0.000
H 1.82 0.14 -2.71 -0.006
H 2.68 -1.70 -1.78 -0.004
C 0.93 -4.97 1.26 0.000
C 1.88 -3.80 1.54 0.000
O 1.77 -3.43 2.92 0.000
O 1.46 -6.08 1.94 0.000
H 0.93 -5.08 0.17 0.000
H -0.05 -4.63 1.59 0.000
H 1.59 -2.94 0.94 0.000
H 2.92 -4.06 1.35 0.000
H 1.75 -4.24 3.45 0.000
H 1.13 -6.88 1.52 0.000
```

The spin multiplicity is 2. As for the HOMO energy (alpha / beta): -12.166 / -12.161 eV. For the gap between HOMO and LUMO (alpha / beta), the calculation gives 7.957 / 5.498 eV. Its expectation value of S² is 0.76. As for the charge: +1.